Model a:
The following is a quantum chemistry calculation of a single C3H5NO2S molecule, from OMol25.

Atoms and positions in Å:
H1 -2.2098 0.7609 1.0252
H2 3.8384 0.7698 0.2473
C1 -1.9137 1.6418 0.0809
N1 1.9527 0.4930 0.1798
C2 3.1503 -0.0055 0.0909
C3 -0.3251 -0.1401 -0.1723
H3 3.5274 -1.0707 -0.1030
S1 -1.5091 -1.3560 0.0853
O1 -0.4831 1.1300 -0.2476
O2 1.0141 -0.5730 -0.2048
H4 -1.9181 2.6822 0.7841
H5 -2.4780 1.6695 -0.9543

HOMO-LUMO gap	9.11	eV
highest occupied orbital energy	-8.54	eV

natural (NBO) population analysis, charges in e, atoms 1 to 2:
1 H 0.25
2 H 0.19

Model b:
The following is a quantum chemistry calculation of a single C3H5NO2S molecule, from OMol25.

Atoms and positions in Å:
O1 -1.7058 -1.3562 -0.7587
S1 2.3913 -0.5816 -0.3444
H1 -1.7726 1.2698 -0.8140
C1 -0.0832 0.2391 -0.0708
H2 0.8276 -1.8544 0.8711
N1 1.1475 0.5775 -0.1072
C2 -0.6691 -1.1656 -0.1863
H3 3.3602 0.2938 -0.1314
O2 -0.0014 -2.1774 0.4030
H4 -1.7439 1.1582 0.9708
C3 -1.1270 1.3190 0.0418
H5 -0.6234 2.2777 0.1261

HOMO-LUMO gap	9.92	eV
highest occupied orbital energy	-9.68	eV

natural (NBO) population analysis, charges in e, atoms 1 to 2:
1 O -0.54
2 S 0.16

Most stable: model b. Least stable: model a.